9
Properties=species:S:1:pos:R:3 method="wB97M-V/def2-TZVPD" e_lumo_ev=-5.6707 e_homo_ev=-13.37 charge=+1
O -0.95680 -0.27942 -0.64349
H -1.67505 -0.58218 -1.21414
O 0.96351 0.46845 0.79578
Ag 1.30750 -0.56178 -1.18072
H 1.65254 0.79333 1.38177
C -0.31245 0.55700 1.37902
C -1.40125 0.15838 0.52623
H -0.97277 1.59865 1.25075
H -0.41109 0.10491 2.37718

15
Properties=species:S:1:pos:R:3 method="wB97M-V/def2-TZVPD" e_lumo_ev=-0.0702 e_homo_ev=-9.19
C -0.59898 -1.68573 -0.88398
C 0.39270 -0.74623 -0.21965
C 0.72927 0.51118 -0.78310
O -0.28546 2.10657 -0.19663
C 0.76225 1.45615 0.37055
C 0.08933 0.37498 1.24628
O -1.17655 0.70143 1.47579
H -0.74199 -1.47511 -1.95358
H -1.56227 -1.52131 -0.39429
H -0.34612 -2.74666 -0.78221
H 1.21267 -1.22627 0.32225
H 0.57866 0.85141 -1.79907
H 1.61284 2.03258 0.72783
H 0.58917 -0.10208 2.08943
H -1.25552 1.46908 0.78040

In order of appearance, energy relative to the best compared isomer or geometry (same formula, charge and spin) = 0.0 101.0 kcal/mol.